(1)
Computed, not measured: a cluster of 13 separate species, C38H108N6O13 in total, with ωB97M-V/def2-TZVPD.

Bonds (Å) are listed after each position.
Geometry (Å):
1 C -0.0023 15.5503 18.5021  C2 1.550, H7 1.101, H8 1.114, H9 1.116
2 C 0.3356 14.1928 19.1704  C1 1.550, C3 1.480, N6 1.429, H10 1.124
3 C -0.7631 13.8854 20.1136  C2 1.480, O4 1.420, H11 1.072, H12 1.089
4 O -1.9485 13.8682 19.3320  C3 1.420, C5 1.406
5 C -3.1293 13.4905 19.9947  O4 1.406, H13 1.125, H14 1.126, H15 1.100
6 N 0.6542 13.0832 18.3284  C2 1.429, H16 1.011, H17 1.019
7 H -0.0303 16.3239 19.2846  C1 1.101
8 H -0.9593 15.4275 17.9448  C1 1.114
9 H 0.7800 15.8006 17.7462  C1 1.116
10 H 1.2027 14.2686 19.8812  C2 1.124
11 H -0.8594 14.6660 20.8415  C3 1.072
12 H -0.5981 12.9113 20.5717  C3 1.089
13 H -3.9652 13.6600 19.2605  C5 1.125
14 H -3.2153 14.1033 20.9357  C5 1.126
15 H -3.0880 12.4103 20.1998  C5 1.100
16 H -0.1321 12.8046 17.7568  N6 1.011
17 H 1.4599 13.1502 17.7084  N6 1.019
18 C -4.2904 17.9720 20.4595  C19 1.545, H24 1.105, H25 1.100, H26 1.106
19 C -4.0809 18.1284 21.9824  C18 1.545, C20 1.559, N23 1.455, H27 1.101
20 C -5.2484 18.8943 22.6762  C19 1.559, O21 1.408, H28 1.129, H29 1.080
21 O -6.5103 18.3100 22.4564  C20 1.408, C22 1.375
22 C -7.2110 17.7797 23.5136  O21 1.375, H30 1.080, H31 1.102, H32 1.102
23 N -3.8486 16.7921 22.5096  C19 1.455, H33 0.999, H34 1.016
24 H -3.3415 17.6328 20.0068  C18 1.105
25 H -4.4121 18.9796 20.0362  C18 1.100
26 H -5.1830 17.3338 20.3199  C18 1.106
27 H -3.2200 18.7932 22.1523  C19 1.101
28 H -5.2238 19.9758 22.3540  C20 1.129
29 H -5.2303 18.9253 23.7559  C20 1.080
30 H -7.0482 18.3148 24.4372  C22 1.080
31 H -6.9039 16.7276 23.6239  C22 1.102
32 H -8.2774 17.7668 23.2356  C22 1.102
33 H -3.5600 16.8672 23.4635  N23 0.999
34 H -4.6450 16.1613 22.5140  N23 1.016
35 C -11.6566 21.3306 16.0537  C36 1.500, H41 1.104, H42 1.104, H43 1.129
36 C -10.5877 20.2848 15.9328  C35 1.500, C37 1.522, N40 1.495, H44 1.079
37 C -9.1627 20.8057 15.8142  C36 1.522, O38 1.406, H45 1.101, H46 1.063
38 O -8.9974 21.3987 14.5503  C37 1.406, C39 1.452
39 C -7.8949 22.3399 14.6366  O38 1.452, H47 1.122, H48 1.093, H49 1.053
40 N -10.5625 19.3214 17.0756  C36 1.495, H50 0.997, H51 1.041
41 H -11.5119 21.8332 17.0263  C35 1.104
42 H -12.6274 20.8041 16.0523  C35 1.104
43 H -11.6836 22.0913 15.2205  C35 1.129
44 H -10.7345 19.8623 14.9511  C36 1.079
45 H -8.4370 20.0072 16.0346  C37 1.101
46 H -8.9585 21.5252 16.5697  C37 1.063
47 H -6.9465 21.8079 14.9140  C39 1.122
48 H -8.1547 23.1283 15.3477  C39 1.093
49 H -7.7829 22.7478 13.6718  C39 1.053
50 H -11.3963 18.7789 17.1369  N40 0.997
51 H -9.7371 18.6944 16.9801  N40 1.041
52 C -2.7048 23.0058 14.4847  C53 1.543, H58 1.021, H59 1.082, H60 1.094
53 C -3.4186 21.7955 13.8473  C52 1.543, C54 1.551, N57 1.430, H61 1.077
54 C -2.6570 21.3149 12.5846  C53 1.551, O55 1.492, H62 1.092, H63 1.102
55 O -1.4322 20.6185 13.0752  C54 1.492, C56 1.415
56 C -0.5149 20.4452 12.0120  O55 1.415, H64 1.108, H65 1.093, H66 1.069
57 N -3.6756 20.7508 14.7894  C53 1.430, H67 1.028, H68 1.008
58 H -2.4313 22.8276 15.4520  C52 1.021
59 H -3.3327 23.8735 14.6393  C52 1.082
60 H -1.7803 23.2369 13.9480  C52 1.094
61 H -4.3307 22.1586 13.4052  C53 1.077
62 H -2.4257 22.2102 12.0031  C54 1.092
63 H -3.1710 20.6741 11.8495  C54 1.102
64 H -0.3302 21.3372 11.3815  C56 1.108
65 H -0.7628 19.6000 11.3653  C56 1.093
66 H 0.4012 20.2241 12.5168  C56 1.069
67 H -4.5240 20.2266 14.5416  N57 1.028
68 H -2.8890 20.1365 14.9318  N57 1.008
69 C -2.7980 11.2206 17.0016  C70 1.573, H75 1.075, H76 1.095, H77 1.105
70 C -2.8569 12.0964 15.6967  C69 1.573, C71 1.574, N74 1.473, H78 1.098
71 C -4.3397 12.3537 15.2368  C70 1.574, O72 1.437, H79 1.079, H80 1.094
72 O -4.2308 12.9690 13.9431  C71 1.437, C73 1.433
73 C -5.4705 13.4516 13.4094  O72 1.433, H81 1.121, H82 1.103, H83 1.075
74 N -2.1148 13.3391 15.9714  C70 1.473, H84 1.009, H85 1.025
75 H -2.3945 11.7936 17.8168  C69 1.075
76 H -2.2907 10.2623 16.8486  C69 1.095
77 H -3.8041 11.0781 17.4359  C69 1.105
78 H -2.2642 11.5511 14.9504  C70 1.098
79 H -4.8181 13.0076 15.9493  C71 1.079
80 H -4.8814 11.4561 14.9255  C71 1.094
81 H -5.8798 14.2684 14.0590  C73 1.121
82 H -6.1807 12.6209 13.2595  C73 1.103
83 H -5.2465 13.8840 12.4515  C73 1.075
84 H -2.4420 13.6836 16.8614  N74 1.009
85 H -2.4399 14.0456 15.3036  N74 1.025
86 C 1.9773 15.6897 13.4535  C87 1.536, H92 1.112, H93 1.142, H94 1.112
87 C 0.9082 15.2350 14.4590  C86 1.536, C88 1.559, N91 1.466, H95 1.066
88 C -0.4214 15.9741 14.1168  C87 1.559, O89 1.456, H96 1.097, H97 1.100
89 O -0.8697 15.6393 12.7722  C88 1.456, C90 1.414
90 C -1.9932 14.7841 12.6929  O89 1.414, H98 1.060, H99 1.109, H100 1.099
91 N 0.8074 13.7921 14.2231  C87 1.466, H101 0.958, H102 0.979
92 H 2.9679 15.1924 13.5389  C86 1.112
93 H 2.1575 16.8176 13.4733  C86 1.142
94 H 1.5677 15.5079 12.4357  C86 1.112
95 H 1.1561 15.3086 15.4936  C87 1.066
96 H -0.4937 17.0623 14.2361  C88 1.097
97 H -1.1562 15.5146 14.7950  C88 1.100
98 H -1.7905 13.7830 12.9753  C90 1.060
99 H -2.3715 14.6743 11.6560  C90 1.109
100 H -2.8487 15.0672 13.3223  C90 1.099
101 H 0.6450 13.6583 13.2888  N91 0.958
102 H 0.0903 13.3895 14.7540  N91 0.979
103 C -9.0441 15.0595 17.4247  C104 1.574, H106 1.051, H107 1.144, H108 1.087
104 C -8.2403 15.9789 18.4177  C103 1.574, O105 1.445, H109 1.095, H110 1.049
105 O -8.0601 17.2274 17.7133  C104 1.445, H111 0.979
106 H -10.0184 15.4355 17.3033  C103 1.051
107 H -9.1199 13.9822 17.8007  C103 1.144
108 H -8.5818 15.2817 16.4667  C103 1.087
109 H -7.2729 15.5371 18.6804  C104 1.095
110 H -8.8311 16.1224 19.2725  C104 1.049
111 H -8.2025 18.0100 18.2843  O105 0.979
112 C -0.6845 19.8895 21.1559  C113 1.527, H115 1.059, H116 1.067, H117 1.132
113 C -1.7507 20.5202 20.2636  C112 1.527, O114 1.391, H118 1.119, H119 1.132
114 O -1.7734 19.7997 19.0744  C113 1.391, H120 0.990
115 H -0.9100 18.8990 21.4560  C112 1.059
116 H -0.4710 20.4694 22.0260  C112 1.067
117 H 0.2342 19.9222 20.4952  C112 1.132
118 H -1.6310 21.6186 20.0858  C113 1.119
119 H -2.7706 20.3650 20.7302  C113 1.132
120 H -2.6382 20.0019 18.6376  O114 0.990
121 C -6.8139 19.0565 11.3472  C122 1.544, H124 1.116, H125 1.112, H126 1.099
122 C -6.9674 18.2440 12.6506  C121 1.544, O123 1.462, H127 1.064, H128 1.072
123 O -6.1249 18.8644 13.6719  C122 1.462, H129 0.965
124 H -7.1773 20.1085 11.4292  C121 1.116
125 H -7.3931 18.3829 10.6779  C121 1.112
126 H -5.8098 19.0146 10.9021  C121 1.099
127 H -6.6291 17.2614 12.4236  C122 1.064
128 H -7.9826 18.2727 12.9924  C122 1.072
129 H -6.0142 18.2831 14.4340  O123 0.965
130 C -9.2711 21.0029 20.8536  C131 1.461, H133 1.126, H134 1.088, H135 1.123
131 C -9.5095 19.5994 20.5273  C130 1.461, O132 1.489, H136 1.074, H137 1.038
132 O -8.2287 18.9441 20.1435  C131 1.489, H138 0.990
133 H -10.3200 21.3265 21.1057  C130 1.126
134 H -8.8256 21.5963 20.0578  C130 1.088
135 H -8.6305 21.0425 21.7746  C130 1.123
136 H -10.1453 19.4935 19.6682  C131 1.074
137 H -9.8800 19.0761 21.3431  C131 1.038
138 H -7.7382 18.8294 20.9952  O132 0.990
139 C 0.8824 19.4697 16.6724  C140 1.520, H142 1.076, H143 1.090, H144 1.107
140 C 0.0230 20.6352 16.2091  C139 1.520, O141 1.398, H145 1.146, H146 1.108
141 O -0.4870 21.5223 17.1616  C140 1.398, H147 0.993
142 H 0.3985 18.7598 17.3194  C139 1.076
143 H 1.7604 19.8819 17.1692  C139 1.090
144 H 1.1110 18.8803 15.7638  C139 1.107
145 H -0.8468 20.1095 15.6801  C140 1.146
146 H 0.4745 21.2852 15.4341  C140 1.108
147 H -0.9921 21.0301 17.8605  O141 0.993
148 C -5.0161 22.0574 19.3968  C149 1.519, H151 1.113, H152 1.145, H153 1.093
149 C -5.1918 21.3892 18.0439  C148 1.519, O150 1.428, H154 1.108, H155 1.090
150 O -3.8962 20.9043 17.6905  C149 1.428, H156 0.999
151 H -4.2561 22.8701 19.3757  C148 1.113
152 H -4.6797 21.3001 20.1864  C148 1.145
153 H -5.9740 22.3903 19.8047  C148 1.093
154 H -5.5308 22.1437 17.3061  C149 1.108
155 H -5.9638 20.6219 18.1023  C149 1.090
156 H -3.7946 21.0285 16.7040  O150 0.999
157 C -3.4232 17.5551 16.0229  C158 1.510, H160 1.093, H161 1.096, H162 1.092
158 C -4.6809 17.5213 16.8575  C157 1.510, O159 1.455, H163 1.079, H164 1.109
159 O -5.7890 17.0289 16.0538  C158 1.455, H165 0.975
160 H -3.4715 18.2081 15.1473  C157 1.093
161 H -3.1947 16.5534 15.6425  C157 1.096
162 H -2.5615 17.8991 16.5979  C157 1.092
163 H -4.9337 18.4993 17.2366  C158 1.079
164 H -4.4794 16.8048 17.6794  C158 1.109
165 H -6.5003 17.0705 16.7194  O159 0.975

Results
**Orbital gap**: 8.98 eV
**Calculated total energy**: -2819.0184 hartree
**Energy above the lowest of the compared OMol25 structures with the same formula, charge and spin**: 56.0 kcal/mol

(2)
Computed, not measured: an isolated molecule of C5H9NO, with ωB97M-V/def2-TZVPD.

Bonds (Å) are listed after each position.
Geometry (Å):
1 H 1.5723 2.1990 -0.6911  N2 1.012
2 N 2.1791 1.5170 -0.2537  H1 1.012, C3 1.266
3 C 1.4879 0.5005 0.0483  N2 1.266, C4 1.518, O5 1.380
4 C 2.3782 -0.7289 0.0753  C3 1.518, H9 1.087, H10 1.090, H11 1.099
5 O 0.1252 0.5690 -0.1597  C3 1.380, C6 1.412
6 C -0.9451 -0.1320 0.4372  O5 1.412, C7 1.501, C8 1.507, H12 1.085
7 C -2.0050 -0.6621 -0.4843  C6 1.501, C8 1.507, H13 1.086, H14 1.088
8 C -2.2869 0.5505 0.3646  C6 1.507, C7 1.507, H15 1.087, H16 1.089
9 H 2.5349 -1.2372 1.0234  C4 1.087
10 H 1.9836 -1.4037 -0.6848  C4 1.090
11 H 3.3547 -0.3751 -0.2853  C4 1.099
12 H -0.7033 -0.6746 1.3449  C6 1.085
13 H -1.8517 -0.4837 -1.5445  C7 1.086
14 H -2.5039 -1.5992 -0.2480  C7 1.088
15 H -2.3425 1.5102 -0.1426  C8 1.087
16 H -2.9777 0.4504 1.2005  C8 1.089

Results
**Orbital gap**: 10.32 eV
**Calculated total energy**: -325.8332 hartree
**Energy above the lowest of the compared OMol25 structures with the same formula, charge and spin**: 65.5 kcal/mol
**Structure (SMILES)**: [H]/N=C(/C)OC1CC1

Calculated maximum force, 3.69 1.29 eV Å⁻¹ (same order as the records).
Calculated E_LUMO, 0.346 0.978 eV (same order as the records).